The following is a DFT calculation (the ωB97M-V functional and the def2-TZVPD basis) of C30H47AuCl2N2P as an isolated structure.

ORCA input file:
```
! wB97M-V def2-TZVPD RIJCOSX def2/J DEFGRID3
* xyz -1 3
P -1.850 -1.449 -1.828
C -1.244 -0.866 -3.483
C -1.622 -1.895 -4.548
C -0.923 -1.529 -5.865
C -1.153 -0.077 -6.280
C -0.882 0.941 -5.167
C -1.617 0.575 -3.871
C -3.518 -0.819 -1.380
C -4.518 -1.458 -2.334
C -5.933 -1.184 -1.808
C -6.179 0.305 -1.549
C -5.084 1.001 -0.727
C -3.682 0.711 -1.272
C -1.549 -3.248 -1.473
C -0.039 -3.533 -1.610
C 0.180 -5.033 -1.415
C -0.391 -5.545 -0.089
C -1.810 -5.055 0.216
C -2.002 -3.557 -0.032
H -0.138 -0.846 -3.336
H -2.716 -1.895 -4.675
H -1.327 -2.907 -4.228
H -1.273 -2.213 -6.646
H 0.150 -1.725 -5.747
H -0.547 0.156 -7.163
H -2.201 0.028 -6.585
H 0.195 1.013 -4.965
H -1.195 1.940 -5.499
H -1.342 1.261 -3.054
H -2.702 0.651 -4.042
H -3.691 -1.183 -0.345
H -6.071 -1.764 -0.889
H -4.342 -2.543 -2.420
H -4.390 -1.018 -3.337
H -6.652 -1.577 -2.534
H -7.155 0.435 -1.068
H -6.241 0.807 -2.522
H -5.268 2.085 -0.714
H -5.131 0.676 0.322
H -2.897 1.121 -0.613
H -3.565 1.188 -2.257
H -2.104 -3.936 -2.170
H 0.353 -3.219 -2.592
H 0.501 -2.921 -0.865
H -0.318 -5.542 -2.250
H 1.249 -5.271 -1.489
H 0.274 -5.231 0.725
H -0.385 -6.640 -0.099
H -2.086 -5.304 1.246
H -2.521 -5.574 -0.439
H -3.059 -3.282 0.122
H -1.411 -2.920 0.653
Au 0.378 0.448 0.269
Cl -1.391 -0.434 1.695
Cl 1.715 -0.455 -1.470
C -0.123 1.943 -1.018
H 0.348 1.978 -2.004
C -0.749 3.089 -0.494
C -1.552 2.985 0.697
C -2.221 4.090 1.184
C -2.078 5.342 0.545
C -1.252 5.463 -0.600
C -0.610 4.358 -1.141
H -1.618 2.021 1.182
H -2.868 3.994 2.073
H -1.124 6.452 -1.072
H 0.008 4.401 -2.034
H -2.603 6.214 0.937
C 2.044 0.281 5.595
C 2.108 0.694 4.188
C 2.937 1.565 3.454
C 2.487 1.551 2.120
N 1.487 0.659 2.072
N 1.264 0.174 3.300
C 2.838 2.236 0.860
H 2.988 -0.176 5.928
H 1.832 1.119 6.278
H 1.251 -0.470 5.759
H 3.769 2.126 3.842
H 0.495 -0.470 3.467
H 3.640 2.959 0.998
H 3.091 1.468 0.122
H 1.929 2.730 0.455
*
```

Summary:
<S²> = 2.044
HOMO (alpha / beta) = -3.2 / -3.2 eV
Frontier orbital gap (alpha / beta) = 5.98 / 5.89 eV
LUMO energy (alpha / beta) = 2.73 / 2.70 eV



The following is a DFT calculation (the ωB97M-V functional and the def2-TZVPD basis) of C30H47BBrN3O2P2Pb as an isolated structure.

ORCA input file:
```
! wB97M-V def2-TZVPD RIJCOSX def2/J DEFGRID3
* xyz 2 1
Pb -0.054 0.396 1.042
C 0.405 3.139 -1.827
C 1.743 3.350 -1.150
C 2.849 3.986 -2.093
C 1.549 4.244 0.113
P 2.064 1.495 -0.591
C 2.269 0.525 -2.204
N 1.022 -0.278 -2.307
B -0.103 -0.161 -1.479
N -1.074 -1.150 -1.994
C -2.401 -1.362 -1.492
P -2.566 -0.758 0.298
C -3.336 -2.343 1.123
C -4.344 -3.131 0.264
C -2.161 -3.405 1.257
C -3.764 -1.935 2.565
C -3.814 0.736 0.320
C -5.184 0.046 -0.078
C -3.787 1.463 1.644
C -3.417 1.780 -0.743
C -0.465 -1.829 -3.085
C -0.907 -2.894 -3.937
C -0.119 -3.366 -4.942
C 1.107 -2.764 -5.219
C 1.582 -1.683 -4.451
C 0.828 -1.270 -3.377
C 3.902 1.397 0.151
C 4.093 -0.147 0.531
C 5.059 1.765 -0.850
C 3.999 2.211 1.506
H 0.060 4.116 -2.183
H -0.399 2.693 -1.250
H 0.489 2.478 -2.779
H 2.456 4.839 -2.655
H 3.198 3.286 -2.852
H 3.692 4.332 -1.486
H 1.062 5.242 -0.172
H 2.543 4.437 0.584
H 0.946 3.692 0.899
H 3.119 -0.161 -2.207
H 2.420 1.228 -3.055
H -2.657 -2.451 -1.683
H -3.104 -0.728 -2.062
H -3.782 -3.493 -0.633
H -5.178 -2.540 -0.075
H -4.726 -4.057 0.821
H -1.975 -3.894 0.296
H -2.580 -4.258 1.871
H -1.216 -3.098 1.783
H -4.721 -1.417 2.608
H -3.012 -1.255 2.970
H -3.855 -2.854 3.204
H -5.495 -0.769 0.546
H -5.208 -0.390 -1.127
H -5.989 0.821 -0.066
H -3.741 0.803 2.594
H -4.737 2.055 1.662
H -2.899 2.164 1.554
H -3.586 1.531 -1.803
H -2.354 2.084 -0.690
H -4.075 2.677 -0.587
H -1.934 -3.304 -3.698
H -0.457 -4.199 -5.573
H 1.659 -3.061 -6.092
H 2.571 -1.241 -4.665
H 4.234 -0.841 -0.292
H 3.231 -0.538 1.052
H 4.985 -0.198 1.207
H 4.767 1.525 -1.935
H 5.990 1.259 -0.657
H 5.260 2.871 -0.836
H 3.004 2.723 1.688
H 4.800 3.019 1.519
H 4.198 1.462 2.298
Br 1.667 -3.055 1.099
C 1.695 -2.093 2.717
C 2.611 -2.530 3.728
C 2.528 -1.795 4.920
C 1.581 -0.788 5.131
C 0.678 -0.452 4.122
N 0.765 -1.150 2.942
C -0.282 0.680 4.246
O -0.451 1.064 5.412
O -0.915 1.044 3.191
H 3.329 -3.295 3.523
H 3.169 -2.080 5.834
H 1.646 -0.195 6.097
*
```

Summary:
HOMO (alpha / beta) = -13.5 / -13.5 eV
Frontier orbital gap (alpha / beta) = 4.21 / 5.34 eV
LUMO energy (alpha / beta) = -9.33 / -8.14 eV



The following is a DFT calculation (the ωB97M-V functional and the def2-TZVPD basis) of C30H47BaBrN4OP2 as an isolated structure.

ORCA input file:
```
! wB97M-V def2-TZVPD RIJCOSX def2/J DEFGRID3
* xyz 2 1
N -5.689 4.711 -4.766
C -5.659 5.313 -3.580
C -4.589 5.190 -2.680
C -3.472 4.376 -3.020
C -3.507 3.808 -4.334
C -4.636 3.987 -5.145
C -2.391 4.053 -2.091
Ba 0.385 3.269 -0.566
P 5.110 -0.228 -1.032
C -1.413 3.156 -2.506
C -1.585 1.712 -2.447
C -0.832 0.910 -3.337
C -0.824 -0.467 -3.209
C -1.509 -1.099 -2.126
C -2.397 -0.309 -1.365
C -2.465 1.061 -1.543
Br 1.247 -0.946 -1.175
H -2.324 4.585 -1.115
H -0.536 3.516 -3.092
H -4.658 5.680 -1.711
H -2.690 3.190 -4.720
H -6.531 5.917 -3.336
H -4.679 3.530 -6.137
H -0.225 1.415 -4.101
H -3.209 1.638 -0.992
H -0.202 -1.066 -3.887
H -3.029 -0.765 -0.585
P -1.409 -2.864 -1.772
C 4.366 1.368 -0.611
C 5.307 2.511 -1.018
H 4.210 1.366 0.478
H 3.400 1.398 -1.135
H 4.959 3.465 -0.603
H 6.324 2.335 -0.643
H 5.367 2.611 -2.109
C 4.339 -0.793 -2.607
C 4.988 -2.050 -3.182
H 4.415 0.052 -3.309
H 3.266 -0.979 -2.368
H 4.498 -2.294 -4.129
H 6.056 -1.918 -3.383
H 4.863 -2.907 -2.513
C 4.491 -1.448 0.192
C 5.431 -1.593 1.395
H 4.396 -2.413 -0.328
H 3.478 -1.118 0.466
H 5.048 -2.366 2.069
H 6.435 -1.898 1.074
H 5.518 -0.661 1.964
C -0.980 -2.993 -0.025
C -1.101 -4.386 0.583
H -1.589 -2.277 0.546
H 0.070 -2.633 0.017
H -2.145 -4.735 0.582
H -0.480 -5.115 0.046
H -0.762 -4.354 1.627
C -0.108 -3.640 -2.760
C -0.364 -3.737 -4.261
H 0.024 -4.632 -2.297
H 0.808 -3.048 -2.567
H -1.207 -4.394 -4.500
H -0.546 -2.751 -4.696
H 0.530 -4.147 -4.740
C -2.981 -3.713 -2.021
C -4.151 -3.228 -1.155
H -2.795 -4.784 -1.839
H -3.209 -3.609 -3.093
H -4.707 -2.426 -1.659
H -4.855 -4.053 -0.977
H -3.829 -2.859 -0.170
C -0.647 0.100 3.315
N -1.123 1.473 3.072
C -1.776 2.155 4.060
C -2.195 3.434 3.820
C -1.867 4.025 2.582
N -1.151 3.373 1.633
C -0.836 2.063 1.876
O -0.232 1.431 0.953
N -2.225 5.281 2.276
H -1.463 -0.563 3.636
H 0.119 0.097 4.107
H -0.229 -0.264 2.375
H -1.939 1.614 4.988
H -2.735 4.009 4.564
H -2.732 5.848 2.941
H -2.043 5.665 1.347
*
```

Summary:
HOMO (alpha / beta) = -10.7 / -10.7 eV
Frontier orbital gap (alpha / beta) = 3.09 / 3.09 eV
LUMO energy (alpha / beta) = -7.66 / -7.66 eV



The following is a DFT calculation (the ωB97M-V functional and the def2-TZVPD basis) of a 2-piece molecular cluster, C30H47Br2INO6 overall.

ORCA input file:
```
! wB97M-V def2-TZVPD RIJCOSX def2/J DEFGRID3
* xyz -1 1
C -1.341 5.899 -0.868
C -2.004 4.715 -1.734
C -1.675 3.224 -1.166
C -1.223 2.292 -2.394
C -0.050 1.252 -2.071
N -0.393 -0.160 -1.631
O -1.653 -0.635 -1.845
C -1.905 -0.921 -3.245
C -1.459 -2.387 -3.730
C -0.534 -2.216 -5.057
C -0.790 -3.304 -2.596
C -0.216 -4.624 -3.369
C -1.915 -3.883 -1.578
C 0.017 -0.157 -0.157
C -1.068 -0.548 0.947
C -0.431 -0.864 2.384
C -2.304 0.492 1.087
C -2.032 1.719 2.078
C -3.420 2.557 2.220
C 1.029 1.080 0.166
C 2.272 0.547 1.027
C 3.512 1.553 1.124
C 4.803 0.640 1.531
Br 3.310 2.958 2.536
C 1.274 1.732 -1.290
I 2.896 0.616 -2.334
C 1.757 3.257 -1.418
C 2.576 3.554 -2.790
O 3.770 3.901 -2.818
Br 1.648 3.422 -4.574
H -0.533 6.397 -1.524
H -2.140 6.698 -0.687
H -0.811 5.555 0.080
H -3.145 4.854 -1.711
H -1.684 4.866 -2.818
H -2.667 2.851 -0.721
H -0.894 3.295 -0.321
H -0.845 2.945 -3.268
H -2.186 1.799 -2.797
H 0.372 1.053 -3.132
H 0.198 -0.726 -2.264
H -1.473 -0.165 -3.982
H -3.052 -0.866 -3.378
H -2.397 -2.955 -4.093
H -0.532 -3.158 -5.705
H 0.522 -1.840 -4.804
H -1.017 -1.383 -5.699
H 0.110 -2.843 -2.066
H 0.766 -4.405 -3.919
H -0.990 -4.830 -4.205
H -0.172 -5.536 -2.687
H -2.524 -4.637 -2.211
H -2.576 -3.075 -1.124
H -1.349 -4.515 -0.807
H 0.738 -1.062 -0.110
H -1.551 -1.539 0.596
H -0.008 0.059 2.917
H 0.425 -1.633 2.350
H -1.255 -1.278 3.076
H -2.656 0.797 0.045
H -3.174 -0.115 1.550
H -1.253 2.470 1.714
H -1.743 1.422 3.140
H -4.229 1.969 2.786
H -3.216 3.492 2.869
H -3.790 2.964 1.209
H 0.623 1.941 0.798
H 1.987 0.277 2.115
H 2.683 -0.437 0.580
H 3.795 2.070 0.150
H 4.470 -0.424 1.834
H 5.439 0.497 0.581
H 5.426 1.119 2.356
H 2.446 3.581 -0.548
H 0.900 4.025 -1.422
C 0.461 -4.616 5.338
C 1.037 -4.824 6.558
C 2.210 -3.880 6.850
O 2.819 -3.850 7.919
C 2.640 -2.953 5.787
C 2.072 -2.760 4.568
C 0.836 -3.629 4.321
O 0.141 -3.542 3.302
O 2.441 -1.959 3.645
O 0.715 -5.671 7.433
H -0.385 -5.230 5.045
H 3.518 -2.373 6.054
*
```

Summary:
HOMO = -1.9 eV
Frontier orbital gap = 2.11 eV
LUMO energy = 0.18 eV